Record 1
{"formula": "C24H60BCdF4KN4O4S", "method": "ωB97M-V/def2-TZVPD", "elements": ["K", "Cd", "S", "O", "O", "O", "O", "B", "F", "F", "F", "F", "C", "C", "N", "C", "C", "C", "C", "H", "H", "H", "H", "H", "H", "H", "H", "H", "H", "H", "H", "H", "H", "H", "C", "C", "N", "C", "C", "C", "C", "H", "H", "H", "H", "H", "H", "H", "H", "H", "H", "H", "H", "H", "H", "H", "C", "C", "N", "C", "C", "C", "C", "H", "H", "H", "H", "H", "H", "H", "H", "H", "H", "H", "H", "H", "H", "H", "C", "C", "N", "C", "C", "C", "C", "H", "H", "H", "H", "H", "H", "H", "H", "H", "H", "H", "H", "H", "H", "H"], "xyz": [[1.81, -1.90, 1.59], [1.48, 0.93, -1.44], [3.56, 0.51, 0.21], [2.68, 1.70, -0.05], [4.82, 0.78, -0.50], [3.67, 0.05, 1.58], [2.75, -0.41, -0.61], [-0.20, -1.09, -0.75], [0.31, -0.10, 0.14], [0.07, -2.36, -0.26], [-1.56, -0.87, -0.92], [0.45, -0.79, -1.96], [0.44, 3.63, 0.50], [0.63, 3.79, -1.02], [0.11, 2.65, -1.83], [0.20, 3.21, -3.23], [-0.31, 2.24, -4.29], [-1.24, 2.23, -1.52], [-2.37, 3.25, -1.67], [1.20, 4.15, 1.07], [0.50, 2.58, 0.80], [-0.54, 4.03, 0.77], [0.09, 4.70, -1.30], [1.69, 3.99, -1.20], [-0.41, 4.12, -3.24], [1.24, 3.47, -3.41], [0.10, 1.26, -4.03], [-1.40, 2.22, -4.28], [0.12, 2.54, -5.25], [-1.35, 1.84, -0.50], [-1.51, 1.33, -2.07], [-2.44, 3.85, -0.75], [-3.34, 2.75, -1.56], [-2.45, 3.89, -2.55], [1.84, -0.91, -7.45], [2.46, -2.29, -7.30], [3.29, -2.51, -6.13], [2.57, -2.18, -4.86], [1.25, -2.92, -4.71], [3.82, -3.87, -6.15], [4.75, -4.13, -4.97], [1.48, -0.67, -8.45], [2.54, -0.14, -7.12], [0.95, -0.78, -6.83], [1.65, -3.04, -7.31], [3.10, -2.58, -8.14], [2.47, -1.10, -4.97], [3.25, -2.27, -4.01], [0.88, -2.82, -3.68], [1.28, -3.98, -4.93], [0.49, -2.42, -5.31], [3.08, -4.68, -6.12], [4.38, -4.00, -7.08], [4.29, -4.27, -3.99], [5.38, -5.00, -5.19], [5.56, -3.41, -4.85], [0.09, -0.03, 6.12], [0.69, -0.29, 4.75], [0.68, -1.71, 4.32], [1.49, -2.57, 5.17], [2.97, -2.45, 4.78], [-0.69, -2.20, 4.04], [-0.71, -3.55, 3.30], [-0.98, -0.26, 6.07], [0.17, 1.00, 6.47], [0.48, -0.67, 6.91], [0.13, 0.31, 4.02], [1.71, 0.05, 4.56], [1.32, -2.27, 6.21], [1.16, -3.61, 5.13], [3.14, -2.42, 3.70], [3.58, -1.74, 5.32], [3.42, -3.42, 5.03], [-1.05, -1.46, 3.32], [-1.33, -2.33, 4.93], [-1.70, -3.73, 2.88], [-0.55, -4.44, 3.91], [-0.03, -3.49, 2.46], [-4.58, 0.89, 5.29], [-3.74, 0.88, 4.01], [-4.18, 1.72, 2.94], [-4.28, 3.16, 3.16], [-2.96, 3.83, 3.59], [-3.51, 1.39, 1.68], [-3.87, 0.01, 1.12], [-4.39, 1.82, 5.82], [-4.34, 0.03, 5.91], [-5.66, 0.88, 5.10], [-2.70, 1.09, 4.32], [-3.68, -0.17, 3.70], [-4.74, 3.62, 2.29], [-4.95, 3.28, 4.02], [-2.45, 3.27, 4.37], [-2.27, 3.99, 2.76], [-3.23, 4.84, 3.93], [-2.43, 1.50, 1.84], [-3.76, 2.09, 0.88], [-4.82, -0.42, 1.45], [-3.15, -0.73, 1.45], [-3.86, 0.12, 0.04]], "lumo_ev": 0.1, "homo_ev": -8.170, "total_charge": 0}

---

Record 2
{"formula": "C5H8N2", "method": "ωB97M-V/def2-TZVPD", "elements": ["C", "C", "C", "C", "C", "N", "N", "H", "H", "H", "H", "H", "H", "H", "H"], "xyz": [[-0.84, 1.15, 0.22], [-1.63, 0.02, 0.32], [0.62, 1.17, -0.13], [0.48, -1.42, -0.12], [-1.10, -1.22, 0.27], [1.68, 0.41, 0.51], [1.67, -0.87, 0.32], [-1.27, 2.06, 0.24], [-2.73, 0.26, 0.27], [0.60, 0.68, -1.10], [0.69, 2.26, -0.15], [0.73, -2.46, -0.22], [0.23, -0.82, -1.13], [-1.75, -2.04, 0.19], [2.64, 0.82, 0.50]], "multiplicity": 3, "lumo_ev": [1.0, -0.2], "homo_ev": [-6.369, -9.757], "s2": 2.0355, "total_charge": 0}

---

Record 3
{"formula": "C22H22N2O4", "method": "ωB97M-V/def2-TZVPD", "elements": ["C", "C", "C", "C", "N", "C", "O", "C", "C", "C", "C", "C", "C", "C", "O", "O", "C", "C", "C", "N", "C", "O", "C", "C", "C", "C", "C", "C", "H", "H", "H", "H", "H", "H", "H", "H", "H", "H", "H", "H", "H", "H", "H", "H", "H", "H", "H", "H", "H", "H"], "xyz": [[2.32, 0.12, 2.01], [1.14, -0.20, 1.14], [0.52, 0.80, 0.42], [-0.54, 0.54, -0.44], [-1.12, 1.62, -1.12], [-2.01, 1.61, -2.14], [-2.50, 0.61, -2.61], [-2.39, 3.00, -2.64], [-3.20, 3.76, -1.59], [-3.46, 5.17, -2.02], [-2.80, 5.77, -3.00], [-1.70, 5.12, -3.78], [-1.18, 3.86, -3.08], [-0.32, 3.04, -4.01], [-0.46, 2.95, -5.20], [0.64, 2.39, -3.34], [-0.99, -0.77, -0.60], [-0.39, -1.77, 0.13], [0.65, -1.51, 1.01], [1.21, -2.59, 1.73], [1.36, -2.67, 3.08], [1.12, -1.76, 3.85], [1.90, -3.98, 3.55], [1.51, -5.20, 3.00], [2.03, -6.38, 3.50], [2.93, -6.36, 4.55], [3.30, -5.16, 5.11], [2.78, -3.97, 4.63], [2.69, 1.11, 1.80], [3.12, -0.61, 1.84], [2.04, 0.05, 3.06], [0.88, 1.81, 0.52], [-0.72, 2.52, -0.86], [-3.02, 2.85, -3.52], [-4.15, 3.25, -1.43], [-2.67, 3.77, -0.63], [-4.24, 5.70, -1.48], [-3.04, 6.78, -3.29], [-0.88, 5.83, -3.91], [-2.06, 4.85, -4.77], [-0.59, 4.14, -2.20], [1.15, 1.82, -3.95], [-1.79, -0.99, -1.28], [-0.73, -2.79, 0.02], [1.28, -3.45, 1.21], [0.79, -5.24, 2.20], [1.72, -7.33, 3.07], [3.33, -7.29, 4.93], [4.00, -5.14, 5.94], [3.05, -3.03, 5.06]], "smiles": "Cc1cc(NC(=O)[C@H]2CC=CC[C@@H]2C(=O)O)ccc1NC(=O)c1ccccc1", "lumo_ev": 0.6, "homo_ev": -8.218, "total_charge": 0}

---

Record 4
{"formula": "C4H11NO2", "method": "ωB97M-V/def2-TZVPD", "elements": ["C", "N", "C", "C", "O", "O", "C", "H", "H", "H", "H", "H", "H", "H", "H", "H", "H", "H"], "xyz": [[-1.19, -1.08, -1.58], [-0.21, -0.96, -0.51], [0.23, 0.38, -0.24], [-0.80, 1.24, 0.49], [0.61, 1.01, -1.43], [1.46, 0.29, 0.58], [1.43, -0.44, 1.79], [-1.52, -2.12, -1.64], [-2.08, -0.46, -1.40], [-0.76, -0.82, -2.55], [0.65, -1.44, -0.78], [-1.59, 1.60, -0.19], [-1.27, 0.71, 1.32], [-0.32, 2.13, 0.92], [0.99, 1.85, -1.14], [2.27, -0.10, 2.41], [1.59, -1.50, 1.59], [0.50, -0.29, 2.35]], "smiles": "CN[C@](C)(O)OC", "lumo_ev": 1.0, "homo_ev": -9.474, "total_charge": 0}

---

Record 5
{"formula": "C7H19NaO9", "method": "ωB97M-V/def2-TZVPD", "elements": ["Na", "O", "C", "O", "O", "H", "C", "C", "O", "O", "H", "H", "H", "H", "H", "H", "C", "C", "O", "O", "H", "H", "H", "H", "H", "H", "C", "C", "O", "O", "H", "H", "H", "H", "H", "H"], "xyz": [[-0.23, 0.92, -0.13], [-4.47, 0.60, 0.08], [-3.16, 0.56, -0.28], [-2.90, 0.31, -1.45], [-2.34, 0.79, 0.61], [-5.06, 0.45, -0.64], [-0.01, -1.26, -2.74], [-1.07, -2.24, -3.19], [-2.17, -1.57, -3.77], [-0.45, -0.30, -1.83], [0.36, -0.73, -3.64], [0.83, -1.79, -2.29], [-1.37, -2.72, -2.26], [-0.76, -2.99, -3.91], [-2.72, -1.18, -3.06], [-1.45, -0.16, -1.86], [2.37, 2.60, -0.11], [2.75, 1.39, 0.55], [2.08, 0.27, -0.05], [0.99, 3.02, 0.27], [2.45, 2.48, -1.18], [3.12, 3.37, 0.09], [2.60, 1.45, 1.63], [3.82, 1.26, 0.38], [2.08, -0.50, 0.53], [0.69, 3.78, -0.28], [0.40, -0.36, 3.46], [0.10, -1.40, 2.41], [1.27, -1.79, 1.58], [0.67, 0.96, 2.98], [1.30, -0.73, 4.01], [-0.44, -0.39, 4.12], [-0.69, -1.15, 1.74], [-0.27, -2.31, 2.91], [1.81, -2.20, 2.27], [-0.10, 1.55, 3.07]], "lumo_ev": 0.1, "homo_ev": -9.150, "total_charge": 0}

---

Record 6
{"formula": "C5H13NO2", "method": "ωB97M-V/def2-TZVPD", "elements": ["C", "C", "N", "C", "O", "O", "H", "H", "H", "H", "H", "H", "H", "C", "C", "H", "H", "H", "H", "H", "H"], "xyz": [[2.45, -1.08, -0.66], [1.23, -0.17, -0.60], [1.63, 1.23, -0.52], [0.45, -0.52, 0.81], [0.00, -1.62, 1.03], [0.88, 0.29, 1.77], [2.98, -0.95, -1.59], [2.14, -2.12, -0.57], [3.12, -0.86, 0.17], [0.55, -0.41, -1.43], [0.88, 1.84, -0.81], [2.44, 1.41, -1.09], [1.37, 1.02, 1.33], [-2.07, 0.85, 0.20], [-2.98, -0.36, 0.33], [-1.72, 1.20, 1.17], [-2.60, 1.70, -0.24], [-1.13, 0.55, -0.40], [-2.41, -1.22, 0.67], [-3.43, -0.62, -0.63], [-3.78, -0.17, 1.04]], "smiles": "C[C@H](N)C(=O)O.CC", "lumo_ev": 0.7, "homo_ev": -9.763, "total_charge": 0}

---

Record 7
{"formula": "C3H11NOS2", "method": "ωB97M-V/def2-TZVPD", "elements": ["C", "S", "S", "C", "C", "N", "H", "H", "H", "H", "H", "H", "H", "H", "H", "O", "H", "H"], "xyz": [[-2.66, -2.12, 1.33], [-1.02, -1.34, 1.48], [-1.32, 0.15, 0.04], [0.40, 0.31, -0.62], [1.00, 1.69, -0.28], [0.89, 2.58, -1.45], [-2.57, -3.04, 1.87], [-3.39, -1.43, 1.73], [-2.89, -2.30, 0.29], [0.33, 0.23, -1.70], [0.92, -0.50, -0.12], [2.08, 1.54, -0.11], [0.62, 2.09, 0.65], [1.61, 2.41, -2.13], [0.67, 3.53, -1.26], [4.01, 0.38, -1.60], [4.95, 0.18, -1.61], [3.52, -0.33, -1.17]], "smiles": "CSSCCN.O", "lumo_ev": 0.6, "homo_ev": -7.874, "total_charge": 0}

---

For the records above, the corresponding calculated total energy values read -83288.684; -8289.027; -34342.998; -9910.953; -30412.406; -10980.963; -28496.976 eV.
For the records above, the corresponding energy relative to the best compared isomer or geometry (same formula, charge and spin) values read 53.7; 32.6; 4.5; 29.7; 0.0; 21.1; 14.3 kcal/mol.